(1)
ORCA calculation (ωB97M-V/def2-TZVPD) on C24H44Cl3MnN4O3SSi as an isolated structure.

Cartesian coordinates (Å):
1 Mn 0.18095 -1.02952 0.65194
2 Cl -0.93198 -2.89740 -0.03361
3 Cl 2.41126 -0.66511 1.11153
4 Cl 1.14152 -4.46627 -1.88315
5 S -0.55354 -1.89808 2.68694
6 Si 0.52359 -5.67004 -0.22489
7 O 0.22669 -0.20551 -1.18700
8 O -0.36262 1.31393 1.52824
9 O -2.53602 -0.32285 0.31926
10 N 1.00510 -0.14311 4.00807
11 N -2.73522 0.15120 -1.93610
12 N 0.16962 3.53106 1.77416
13 N -1.16528 -0.37067 4.73090
14 C 2.16873 2.82655 -1.71277
15 C 0.96258 -7.49419 -0.59520
16 C -0.33904 4.05379 -1.73647
17 C -1.09667 0.70779 5.72467
18 C -0.20127 -0.70744 3.86958
19 C -2.49817 -1.17907 -2.45539
20 C -0.23892 2.66270 -1.63777
21 C 0.47658 2.24330 1.51628
22 C 1.16890 4.59196 1.73186
23 C -3.10782 1.14600 -2.92639
24 C 1.62981 -5.14416 1.19520
25 C 0.82039 4.82697 -1.83880
26 C 0.60573 0.87710 -4.30458
27 C 0.23656 1.41986 5.70603
28 C 1.56225 -1.31997 -3.54484
29 C 0.36410 0.46937 -5.72457
30 C 1.00732 2.05719 -1.71011
31 C 1.15626 0.53033 -1.87027
32 C 1.08810 0.07588 -3.33202
33 C 1.38080 0.52640 5.24527
34 C -1.21459 3.93639 1.97317
35 C 2.08496 4.21901 -1.81493
36 C -2.75658 0.45824 -0.60833
37 C -1.33921 -5.86009 0.09884
38 H 1.04565 0.98575 -6.42474
39 H 2.28110 1.10780 5.02715
40 H -1.29420 0.28609 6.71552
41 H 0.17055 2.27213 5.01743
42 H -2.22933 1.45488 -3.51279
43 H -1.58139 4.49996 1.10030
44 H -3.52295 2.02227 -2.41704
45 H 0.45857 -0.61602 -5.89611
46 H 2.14316 4.16482 1.47658
47 H 1.44648 -5.80356 2.05980
48 H 1.71119 -0.40863 3.31225
49 H -1.82509 3.04148 2.11391
50 H 0.22779 -7.94678 -1.27279
51 H 1.46709 -4.10184 1.51031
52 H 2.16154 0.27810 -1.51345
53 H -1.90420 -4.92697 -0.03590
54 H 2.67964 -5.27010 0.89111
55 H 1.62864 -0.19841 6.03612
56 H -1.33025 4.51249 -1.73648
57 H -1.11643 2.01528 -1.53119
58 H 0.90527 5.35093 0.97861
59 H 0.95575 -8.09744 0.31974
60 H -1.47819 -6.18433 1.14278
61 H 0.38836 1.92471 -4.08449
62 H -1.59836 -1.17686 -3.08490
63 H 2.66306 -1.36811 -3.49830
64 H 1.95783 -7.59460 -1.04624
65 H 0.73300 5.92445 -1.92243
66 H 1.54136 2.05153 1.29371
67 H 1.17034 -1.98132 -2.75794
68 H -1.27689 4.58818 2.85365
69 H 3.13533 2.31077 -1.67003
70 H 0.45804 1.79758 6.71075
71 H 1.23644 5.09358 2.71145
72 H 1.25471 -1.70607 -4.52167
73 H 2.99935 4.82485 -1.87245
74 H -3.84955 0.72573 -3.62165
75 H -1.76788 -6.63365 -0.55161
76 H -2.05657 -0.82188 4.55520
77 H -3.00598 1.53379 -0.42977
78 H -0.65774 0.77611 -6.00830
79 H -1.91305 1.40429 5.51808
80 H -2.36422 -1.89010 -1.63555
81 H -3.34282 -1.47244 -3.09337

Frontier orbital gap (alpha / beta)   5.48 / 7.07 eV
Lowest unoccupied orbital energy (alpha / beta)   2.258 / 2.255 eV
Calculated total energy   -4605.17314 Eh
Spin multiplicity   6
E_HOMO (alpha / beta)   -3.2 / -4.8 eV
F_max   2.27 eV Å⁻¹
Net charge   -1

Mulliken population analysis, charges in e, atoms 1 to 8:
1. Mn 0.92
2. Cl -0.55
3. Cl -0.82
4. Cl -0.33
5. S -0.64
6. Si 0.63
7. O 0.13
8. O -0.61

***

(2)
ORCA calculation (ωB97M-V/def2-TZVPD) on C24H44Cl3O7PRuSSi as an isolated structure.

Cartesian coordinates (Å):
1 Ru 0.55714 -0.01553 0.15844
2 Cl 1.30579 -2.37363 0.05240
3 Cl -1.75561 -6.77675 -0.21693
4 Cl -4.05232 -2.02994 0.57277
5 S 0.10876 1.25949 -1.58881
6 P 2.66814 0.85590 0.32656
7 Si -1.13998 2.43914 -0.14392
8 O 3.65467 -0.24785 0.89092
9 O 3.39902 1.34868 -0.96475
10 O -2.64697 1.93826 -0.30479
11 O 2.69572 2.07931 1.29629
12 O -1.29697 -1.09103 0.40412
13 O -0.46335 1.76308 1.22147
14 O -0.95091 4.00062 -0.31516
15 C -0.06953 5.26201 -2.14901
16 C -3.73123 2.44016 -1.16308
17 C 0.00195 5.05288 -0.64789
18 C -4.26097 3.72561 -0.55027
19 C 3.71113 0.46552 -2.09010
20 C -4.78253 1.34767 -1.14880
21 C -1.39520 -2.33173 0.26846
22 C -3.19143 2.66526 -2.56595
23 C -0.45768 6.28475 0.10786
24 C -2.68898 -2.99490 0.32002
25 C -2.30203 1.45845 2.79998
26 C -2.78903 -4.34946 0.17555
27 C 3.91761 2.89524 1.44482
28 C 4.43537 -0.31519 3.19769
29 C -0.24276 -3.18265 0.07673
30 C 3.45095 -0.86802 2.19961
31 C 0.07616 0.88903 3.34909
32 C 5.20219 0.27701 -2.18555
33 C -0.84932 1.86905 2.64391
34 C 3.75819 3.72731 2.68673
35 C -0.60043 3.29385 3.09382
36 C 1.39107 4.62677 -0.20644
37 C -1.62991 -5.11185 -0.02546
38 C -0.33482 -4.51942 -0.06961
39 H -5.10215 4.09655 -1.13578
40 H -2.96860 2.16700 2.30785
41 H 1.11632 1.18572 3.20804
42 H -0.08526 -0.11976 2.94390
43 H -3.75609 -4.83139 0.21619
44 H -5.12021 1.16135 -0.12846
45 H 0.60897 6.06261 -2.44396
46 H 5.43308 -0.34103 -3.05333
47 H -4.60682 3.54479 0.46895
48 H -3.99331 2.99965 -3.22335
49 H 2.89710 4.39166 2.60585
50 H -2.47060 0.47026 2.36803
51 H 3.59846 -1.93412 2.04507
52 H -1.48041 6.54455 -0.16492
53 H -1.25031 3.98749 2.55705
54 H -1.07994 5.53829 -2.45118
55 H 2.10029 5.43228 -0.39766
56 H -2.41515 3.43545 -2.56844
57 H 3.30316 0.95899 -2.96876
58 H 0.18851 7.12785 -0.13816
59 H 4.64872 4.34136 2.82278
60 H 1.38515 4.40483 0.86094
61 H 4.33429 -0.84805 4.14335
62 H -2.78083 1.73865 -2.97346
63 H 5.58869 -0.21335 -1.29254
64 H 4.00798 3.50315 0.54715
65 H 4.25874 0.74487 3.38270
66 H -0.81216 3.38437 4.15945
67 H 0.22453 4.35254 -2.68003
68 H -2.55626 1.42958 3.86007
69 H -0.41166 6.11822 1.18529
70 H 0.54302 -5.13380 -0.21919
71 H 1.72609 3.74051 -0.75266
72 H 5.69838 1.23934 -2.30545
73 H -3.48700 4.49409 -0.52873
74 H -0.13375 0.85210 4.41736
75 H 3.19401 -0.48771 -1.95380
76 H -4.37751 0.42274 -1.56255
77 H 4.77555 2.22640 1.50776
78 H 2.42164 -0.70082 2.53034
79 H 3.63696 3.09926 3.57007
80 H 0.44098 3.57061 2.91956
81 H -5.64127 1.65113 -1.74745
82 H 5.45404 -0.44945 2.83452

Frontier orbital gap (alpha / beta)   7.89 / 6.76 eV
Lowest unoccupied orbital energy (alpha / beta)   -6.505 / -8.669 eV
Calculated total energy   -3971.76770 Eh
Spin multiplicity   5
ΔE to the lowest compared entry with this formula, charge and spin   0.0 kJ/mol
E_HOMO (alpha / beta)   -14.4 / -15.4 eV
F_max   0.41 eV Å⁻¹
Net charge   +2

Mulliken population analysis, charges in e, atoms 1 to 8:
1. Ru -0.57
2. Cl -0.20
3. Cl -0.09
4. Cl -0.09
5. S -0.53
6. P 0.91
7. Si -0.25
8. O -0.28

***

(3)
ORCA calculation (ωB97M-V/def2-TZVPD) on C24H45BF4P2Ru as an isolated structure.

Cartesian coordinates (Å):
1 Ru 0.66064 -0.10549 -0.95622
2 P -0.07384 -2.10177 0.67923
3 P -1.72685 0.63707 -1.24534
4 F -4.39330 0.65727 2.97652
5 F -2.35029 1.10207 4.03760
6 F -2.45865 -0.39788 2.27447
7 F -3.38336 -0.97496 4.29989
8 C -1.60474 2.19187 -2.20624
9 C 0.72925 -1.77830 -2.86956
10 C 2.00701 -1.52828 -2.46086
11 C 3.10813 -0.69869 1.51880
12 C 3.43126 1.07611 -1.04626
13 C -2.33075 -0.56399 -2.49270
14 C 1.17019 0.97908 1.91365
15 C 2.21547 1.03382 -0.18664
16 C 0.84160 0.67149 -4.45515
17 C -1.70478 -2.82024 0.26409
18 C 3.21598 -0.02606 -4.23645
19 C 3.14382 -1.38299 -3.45909
20 C 2.12848 0.32305 1.08663
21 C 1.13679 -3.40134 0.21969
22 C 1.18968 3.27711 -1.00492
23 C 2.08787 0.94964 -4.04669
24 C 0.50767 -0.60164 -5.18823
25 C -0.12241 -2.32966 2.50382
26 C 1.17386 2.06899 -0.13405
27 C 0.37851 -1.90881 -4.33412
28 C 0.55074 1.99761 1.16325
29 C 0.87180 0.68933 3.34237
30 C -3.19831 0.97502 -0.18669
31 C -0.56012 2.87330 1.62583
32 B -3.17707 0.10967 3.42997
33 H -3.31917 -0.26976 -2.86334
34 H -3.54449 0.05669 0.30121
35 H 3.76122 0.06583 -1.30260
36 H -2.94584 1.68372 0.61370
37 H -0.94288 -1.71268 2.90926
38 H 2.12993 -3.09612 0.57570
39 H 0.03420 1.40589 -4.38849
40 H 2.28709 -1.62037 -1.39463
41 H -1.65565 3.04798 -1.52135
42 H 1.98763 3.97062 -0.69031
43 H 4.15558 0.46477 -3.94934
44 H 0.83344 -2.07121 2.98231
45 H -1.22011 2.32730 2.31314
46 H 2.34894 1.94911 -3.69164
47 H 1.27161 -0.79350 -5.96105
48 H 2.66852 -1.43405 2.20175
49 H -2.47515 -2.13468 0.65009
50 H -0.44631 -0.45429 -5.72138
51 H -2.40552 -1.54597 -2.01304
52 H 3.31925 -0.27444 -5.30738
53 H -0.22355 3.78908 2.13515
54 H -0.34425 -3.39246 2.71040
55 H -2.42178 2.27089 -2.93550
56 H 1.00774 -2.68671 -4.80259
57 H 1.42128 -0.18364 3.69358
58 H 4.27268 1.58029 -0.55519
59 H 4.09128 -1.53816 -2.92571
60 H -0.20517 0.50446 3.45177
61 H -4.02636 1.39385 -0.78131
62 H -0.64445 2.19714 -2.73452
63 H 3.94979 -0.22185 2.04472
64 H 1.38600 2.99443 -2.04485
65 H 3.22521 1.60239 -1.97964
66 H 0.85144 -4.34816 0.69526
67 H -1.80015 -3.78912 0.77683
68 H -1.15891 3.17356 0.76023
69 H 3.11112 -2.20815 -4.18944
70 H -0.64469 -2.29322 -4.43148
71 H 3.52508 -1.24010 0.66257
72 H 1.15211 -3.50758 -0.87114
73 H -1.80293 -2.96837 -0.81781
74 H 1.10123 1.51827 4.02803
75 H -0.05721 -2.00430 -2.13560
76 H -1.62105 -0.61475 -3.32872
77 H 0.25156 3.84256 -0.95464

Frontier orbital gap (alpha / beta)   5.84 / 6.10 eV
Lowest unoccupied orbital energy (alpha / beta)   -9.246 / -9.533 eV
Calculated total energy   -2142.88115 Eh
Spin multiplicity   5
E_HOMO (alpha / beta)   -15.1 / -15.6 eV
F_max   2.96 eV Å⁻¹
Net charge   +2

Mulliken population analysis, charges in e, atoms 1 to 8:
1. Ru 0.27
2. P 1.24
3. P 1.16
4. F -0.36
5. F -0.42
6. F -0.18
7. F -0.34
8. C -1.11

***

Q: Which of these has the highest calculated total energy?
A: C24H45BF4P2Ru

***

Q: spin multiplicity of number 3 (C24H45BF4P2Ru)?
A: 5

***

Q: spin multiplicity of number 3 (C24H45BF4P2Ru)?
A: 5